Molecular formula: C5HF7N2O
Method: DFT, the ωB97M-V functional and the def2-TZVPD basis

Computed properties:
- lowest unoccupied orbital energy (eV) = 0.18
- SMILES = FC(F)(F)C(F)(c1nnco1)C(F)(F)F
- largest force on an atom (Eh/bohr) = 0.0575
- HOMO (eV) = -11.2
- HOMO-LUMO gap (eV) = 11.33
- charge = 0

Positions of all 16 atoms, in Å:
F: 3.15 -2.33 -0.33
F: 4.01 1.76 0.27
F: 4.09 -1.20 1.20
F: 2.65 0.31 -1.60
F: 1.98 2.28 0.14
F: 2.69 1.14 1.81
F: 4.54 -0.84 -0.89
O: 0.44 -1.31 -1.04
N: -1.07 -0.19 0.09
N: 0.14 0.19 0.54
C: 3.60 -1.07 -0.01
C: 2.79 1.30 0.50
C: -0.88 -1.16 -0.78
C: 1.04 -0.44 -0.12
C: 2.51 0.02 -0.27
H: -1.72 -1.53 -1.35